Molecular formula: C18H16N4O4S
Method: DFT, ωB97M-V/def2-TZVPD

The geometry in XYZ format:
```
43
Properties=species:S:1:pos:R:3
O -3.089 -2.075 1.749
C -2.757 -1.012 1.264
N -1.729 -0.262 1.761
C -0.824 -0.833 2.726
C 0.372 -1.400 2.050
N 1.622 -1.194 2.319
N 2.345 -1.848 1.391
C 1.495 -2.419 0.599
S 1.847 -3.331 -0.839
C 0.899 -2.315 -2.056
C 0.511 -0.950 -1.507
O -0.663 -0.681 -1.332
N 1.517 -0.100 -1.211
C 2.946 -0.301 -1.448
C 3.653 0.598 -0.423
C 2.572 1.553 -0.020
C 2.644 2.700 0.739
C 1.476 3.404 1.001
C 0.263 2.965 0.500
C 0.178 1.810 -0.267
C 1.343 1.107 -0.507
O 0.220 -2.188 0.967
C -3.449 -0.398 0.128
C -4.447 -0.910 -0.662
C -4.723 0.075 -1.634
C -3.879 1.110 -1.364
O -3.109 0.838 -0.305
H -1.399 0.518 1.210
H -0.496 -0.088 3.453
H -1.377 -1.638 3.227
H -0.018 -2.851 -2.299
H 1.535 -2.239 -2.937
H 3.234 -1.344 -1.329
H 3.173 0.017 -2.473
H 4.523 1.098 -0.846
H 3.972 0.015 0.445
H 3.593 3.042 1.123
H 1.516 4.304 1.595
H -0.637 3.527 0.702
H -0.763 1.482 -0.677
H -4.906 -1.869 -0.550
H -5.444 0.021 -2.423
H -3.740 2.062 -1.840
```

Computed properties:
Energy relative to the best compared isomer or geometry (same formula, charge and spin) (kJ/mol): 0.0
Gap between HOMO and LUMO (hartree): 0.3310
Net charge: 0
Energy (eV): -43911.09182
SMILES: O=C(NCc1nnc(SCC(=O)N2CCc3ccccc32)o1)c1ccco1